This record from OMol25 describes a molecular structure, C18H28IrN8OS at a distorted geometry. The level of theory is wB97M-V/def2-TZVPD.

Properties
- energy relative to the best compared isomer or geometry (same formula, charge and spin) (kJ/mol) = 100.9
- total charge = +3
- E_tot (eV) = -46737.9508

```
57
Properties=species:S:1:pos:R:3:forces:R:3
Ir -0.2167 0.0791 0.0622 -0.818 0.497 0.520
C 3.4308 1.7865 1.6567 0.019 -0.046 0.081
C 2.1284 1.4632 1.0167 0.070 -0.675 0.388
N 1.4380 0.3734 1.1816 0.017 0.154 0.003
N 1.8238 -0.6788 1.9890 -0.089 0.127 -0.104
C 1.1583 -1.8555 1.9065 -0.064 0.033 -0.058
N 1.5861 -2.8619 2.6257 0.055 -0.170 0.073
S -0.2409 -2.0687 0.8929 0.276 0.150 0.142
C 1.5205 2.4088 0.0778 -0.067 0.624 -0.456
C 2.0856 3.6527 -0.1772 -0.091 -0.468 0.186
C 1.4803 4.4894 -1.1030 -0.236 0.129 -0.255
C 0.3320 4.0611 -1.7484 0.119 0.145 0.027
C -0.1877 2.8092 -1.4471 -0.062 -0.019 0.124
N 0.3855 1.9999 -0.5591 0.096 0.068 0.090
H 3.8159 1.0164 2.3180 -0.008 -0.049 0.002
H 3.3336 2.7023 2.2442 0.014 -0.008 -0.007
H 4.1814 1.9669 0.8834 -0.014 -0.007 0.025
H 2.6626 -0.5827 2.5413 0.108 0.006 0.074
H 2.4068 -2.8239 3.2163 -0.002 -0.007 -0.004
H 1.1037 -3.7500 2.5792 -0.001 -0.021 0.031
H 2.9868 3.9714 0.3300 -0.050 -0.050 -0.011
H 1.9095 5.4612 -1.3114 -0.047 -0.008 -0.034
H -0.1729 4.6834 -2.4754 0.030 -0.009 0.004
H -1.0968 2.4511 -1.9111 0.000 0.014 -0.010
N -0.6437 -0.1797 -5.5049 0.187 0.117 0.014
C -1.9390 -0.1562 -5.1279 -0.358 -0.033 -0.036
O -2.8690 0.0722 -5.8627 0.140 0.032 0.146
C -2.2432 -0.3910 -3.6551 -0.013 -0.027 0.019
C -3.5403 -0.7898 -3.3379 0.045 -0.049 -0.040
C -3.8823 -0.9991 -2.0131 0.010 -0.016 0.021
C -2.9413 -0.7510 -1.0342 0.119 -0.194 0.018
N -1.7084 -0.3021 -1.3228 -0.028 0.022 -0.052
C -1.3615 -0.1564 -2.6206 -0.100 0.134 -0.042
H -0.4659 -0.0764 -6.4925 0.021 -0.010 -0.076
H 0.0619 -0.6459 -4.9654 0.026 -0.107 0.006
H -4.2436 -0.9351 -4.1489 -0.029 -0.005 0.017
H -4.8651 -1.3523 -1.7322 0.007 0.005 -0.009
H -3.1693 -0.9377 0.0092 0.032 -0.007 -0.152
H -0.3557 0.2025 -2.8069 0.021 -0.010 -0.053
C -3.6674 3.8331 0.9147 -0.100 0.046 0.231
C -3.4177 2.5069 1.6309 -0.215 0.088 0.080
C -3.6668 2.6141 3.1410 0.145 0.003 -0.131
C -4.2732 1.4074 1.0104 -0.223 0.238 -0.080
N -1.9913 2.2071 1.3468 0.665 0.219 -0.908
N -1.5434 0.8973 1.4844 0.694 -0.557 0.173
H -4.6822 4.1712 1.1176 -0.024 0.023 -0.008
H -3.5457 3.7355 -0.1648 0.020 -0.040 0.039
H -2.9934 4.6119 1.2838 -0.020 -0.052 -0.029
H -4.7045 2.8726 3.3442 -0.035 -0.011 -0.033
H -3.0428 3.3939 3.5854 -0.030 -0.041 -0.033
H -3.4608 1.6678 3.6512 -0.009 0.023 -0.015
H -5.3187 1.6971 1.1046 -0.031 -0.020 0.044
H -4.1971 0.4459 1.5330 -0.066 -0.002 0.004
H -4.0721 1.2852 -0.0591 0.016 0.060 0.202
H -1.3122 2.8794 1.6945 -0.229 -0.199 0.114
H -2.3826 0.3099 1.4741 0.101 0.002 -0.101
H -1.1113 0.7322 2.4019 0.004 -0.044 -0.162
```
Positions in Å, forces in eV/Å.

Atom charges from the Mulliken analysis, given in e for atoms 1 to 8: 0.81, -1.59, 1.19, 0.03, -0.49, 0.76, -0.33, -0.39



This record from OMol25 describes 2 unconnected molecules or ions with the total composition C18H28N2O8 at a distorted geometry. The level of theory is wB97M-V/def2-TZVPD.

Properties
- energy relative to the best compared isomer or geometry (same formula, charge and spin) (kJ/mol) = 77.8
- total charge = 0
- structure (SMILES) = CO[C@@H]1OC[C@@H](O)[C@H](O)[C@H]1O.CNC(=O)[C@H](Cc1ccc(O)cc1)NC(C)=O
- E_tot (eV) = -38480.6921

```
56
Properties=species:S:1:pos:R:3:forces:R:3
C -0.6795 3.1221 6.1926 0.237 -0.101 -0.057
O -1.1867 1.8403 5.7962 1.025 -0.592 -0.144
C -0.2121 0.7841 5.8083 -0.122 0.462 -0.560
O 0.9876 1.1961 5.1325 -0.443 -0.336 -0.033
C 1.9817 0.1618 5.0232 -0.359 -0.305 0.051
C 1.4231 -1.0442 4.2606 -0.431 -0.807 -0.078
O 2.3797 -2.1050 4.2114 -0.060 0.128 -0.037
C 0.1615 -1.5594 4.9584 -0.917 0.355 -0.049
O -0.4298 -2.6214 4.1968 0.050 0.196 0.242
C -0.8552 -0.4284 5.1125 -0.157 0.516 0.365
O -1.9878 -0.9023 5.8606 0.256 0.342 -0.045
H -0.0556 3.0381 7.0886 -0.028 -0.040 -0.046
H -0.0845 3.5651 5.3873 -0.032 -0.134 0.138
H -1.5118 3.7962 6.4141 -0.069 -0.400 -0.094
H 0.0315 0.5185 6.8427 0.083 0.087 0.223
H 2.8522 0.5525 4.4871 -0.331 0.199 0.113
H 2.3160 -0.1498 6.0182 -0.022 -0.053 0.071
H 1.1766 -0.7340 3.2400 -0.149 0.089 0.047
H 1.9560 -2.8780 3.7907 0.136 0.598 0.275
H 0.4318 -1.9268 5.9551 0.100 -0.027 0.025
H -1.3102 -2.8112 4.5739 0.595 0.184 -0.127
H -1.1893 -0.1161 4.1197 0.147 0.048 -0.048
H -2.5775 -0.1447 6.0424 0.487 -0.421 -0.223
C 1.4330 -0.6941 -8.1276 0.211 0.036 0.550
N 0.8117 -0.4425 -6.8282 -0.944 0.145 -0.370
C 1.4728 -0.1231 -5.7101 0.949 0.266 -0.392
O 2.6976 -0.0315 -5.6879 -0.365 -0.043 0.406
C 0.6877 0.1914 -4.4199 -0.403 -0.260 0.152
C 0.7317 -0.9791 -3.4216 0.053 -0.357 0.299
C 0.4029 -0.5570 -2.0027 -0.098 0.171 -0.011
C -0.9310 -0.5572 -1.5495 0.883 0.536 0.913
C -1.2382 -0.0860 -0.2580 1.152 -0.119 -0.577
C -0.2039 0.3769 0.5845 -0.397 -0.379 -1.246
O -0.4906 0.8698 1.8158 0.783 0.163 0.436
C 1.1328 0.3540 0.1394 -0.607 -0.251 -0.430
C 1.4348 -0.1098 -1.1547 -1.315 0.121 0.652
N -0.6957 0.6945 -4.5650 1.060 0.659 0.171
C -1.7380 0.0804 -5.1260 -0.936 -0.454 -0.187
C -3.0540 0.8195 -5.0836 0.053 -0.042 0.121
O -1.6793 -1.0195 -5.6560 0.286 -0.379 -0.139
H 0.7251 -0.4777 -8.9286 -0.031 -0.016 0.181
H 1.7418 -1.7385 -8.1925 0.075 0.020 -0.130
H 2.3136 -0.0601 -8.2512 -0.111 -0.094 0.103
H -0.1861 -0.5972 -6.7367 0.182 -0.202 -0.055
H 1.2566 0.9973 -3.9559 -0.052 0.104 -0.185
H 1.7339 -1.4106 -3.4268 0.040 0.085 -0.162
H 0.0455 -1.7648 -3.7392 -0.035 0.037 -0.137
H -1.7184 -0.9125 -2.1995 -0.051 -0.053 -0.024
H -2.2600 -0.0801 0.0871 -0.174 0.007 0.105
H -1.4318 0.9379 1.9749 -0.271 -0.092 -0.204
H 1.9139 0.7072 0.7960 0.037 0.042 0.077
H 2.4597 -0.1101 -1.5012 0.028 -0.019 -0.008
H -0.8759 1.5982 -4.1595 0.053 -0.033 -0.012
H -3.8379 0.1597 -5.4538 0.144 0.080 0.021
H -2.9929 1.7030 -5.7160 -0.092 0.137 0.043
H -3.2791 1.1083 -4.0589 -0.102 0.196 0.032
```
Positions in Å, forces in eV/Å.

Atom charges from the Mulliken analysis, given in e for atoms 1 to 8: -0.78, -0.38, 0.13, -0.39, -0.76, 0.62, -0.64, -0.12